(1)
Molecular formula: C35H93NO16S13
Method: DFT, the ωB97M-V functional and the def2-TZVPD basis

```
! wB97M-V def2-TZVPD RIJCOSX def2/J DEFGRID3
* xyz 0 1
H 1.338 14.014 7.914
H 2.794 -6.329 -7.177
H -4.908 -4.212 0.348
H -4.225 -11.206 1.316
O -3.238 -10.714 -1.387
S 2.251 11.811 7.732
H -6.464 10.692 5.984
H -4.439 -2.872 -1.851
H -5.476 -12.503 6.560
H 8.098 -7.975 -7.642
N 3.004 -5.340 -7.188
C 0.735 -4.676 -4.203
C -6.658 7.942 6.718
H -3.084 -3.248 -2.944
C 7.563 -7.333 -8.338
H -2.202 9.425 6.438
H 1.194 -2.020 -4.325
H -1.114 0.440 -2.026
H 2.929 14.014 7.085
H 1.862 -6.213 -5.090
O 5.067 -5.826 -6.278
S -4.661 -10.863 -0.978
H 3.222 -1.301 -6.235
H -4.291 10.353 0.776
H -1.241 3.391 -2.938
H 1.346 7.553 0.036
H 1.747 5.968 2.011
S 0.030 5.612 0.407
H -3.777 9.645 -0.790
H -3.898 -5.584 0.881
H 5.016 -3.049 -6.013
H -4.683 -13.910 5.810
C -5.209 -12.978 5.617
H 4.358 7.336 6.250
H 2.658 7.887 6.361
H 0.002 -3.892 -4.369
C 0.580 -5.462 -2.981
O -3.907 -12.528 3.365
H -1.327 -10.582 1.646
C -1.453 7.661 8.498
H 1.264 -4.153 -7.175
H -4.395 -4.438 -2.726
O -1.171 8.861 -0.058
C -5.367 -12.136 -2.030
S 6.272 -0.164 -4.577
H 2.840 13.808 8.851
C 4.665 7.068 3.417
O 1.436 1.061 -3.013
H 1.157 10.779 5.909
O -0.312 4.443 -0.456
C 1.427 -1.291 -5.105
H 0.412 12.354 6.301
S 8.776 -6.514 -9.372
H -0.949 7.345 9.409
O 1.317 11.331 8.778
H -2.589 6.988 1.661
H -4.894 11.139 6.694
O 2.123 7.766 3.509
H 0.315 7.154 -1.352
H -0.119 -1.357 -6.283
H 4.910 8.122 3.283
H -2.998 11.126 -0.174
H 1.802 6.200 -1.062
C -3.212 7.742 1.185
S -4.096 -11.906 4.705
H 6.901 -7.934 -8.962
H 6.992 -6.588 -7.783
H 1.840 -1.921 -7.137
O 1.706 -4.495 -3.223
H 1.015 4.350 2.150
H 1.956 -0.477 -4.630
C -1.371 8.803 6.106
H -7.593 8.383 6.374
C -5.255 -10.550 4.490
H 4.053 -3.214 -7.530
H -2.275 8.330 8.738
C -4.281 -5.039 0.017
H 5.437 6.565 3.999
O 9.398 -7.554 -10.232
H 0.339 -5.794 -5.951
S -2.201 9.206 0.955
C -3.451 10.177 0.104
H 6.920 -6.362 -10.871
H -4.059 7.985 1.827
H -1.026 -9.378 2.945
S 3.090 6.924 4.272
C 1.228 -5.407 -5.451
C 1.352 11.816 6.176
S -2.663 -8.625 1.377
H -6.141 -10.911 3.968
H 1.965 12.282 5.404
H -1.597 -7.131 -0.065
C 2.342 -1.930 -6.167
S 0.617 2.064 -2.271
H -6.377 -12.367 -1.690
H -0.509 -7.618 1.268
C 1.994 -4.508 -6.448
H 6.623 -1.727 -2.840
H -1.735 7.843 5.741
O -4.411 8.553 7.955
C 1.387 5.101 1.456
C -4.679 -11.813 0.541
H 0.954 -6.474 -2.953
H -5.402 -11.746 -3.045
C -0.529 2.755 -3.464
H 0.137 -5.054 -2.093
H -6.868 7.102 7.376
H -1.319 1.836 -0.908
C 2.345 13.598 7.906
C -1.783 -9.866 2.330
H -3.553 7.381 0.215
H 4.565 6.586 2.446
C -1.235 -7.966 0.532
H -0.094 0.588 -0.569
S -0.263 8.535 7.493
H -1.821 6.791 7.955
H -2.498 -10.384 2.963
H 7.085 -0.083 -2.333
C -0.613 1.136 -1.352
H 8.136 -5.087 -11.147
C 5.703 1.508 -4.259
O 5.115 -0.881 -5.178
H -4.975 9.816 5.500
O 0.228 -0.729 -5.643
H -5.709 -12.042 0.815
H -1.030 1.944 -3.992
H 7.013 -4.949 -9.770
H 5.548 1.990 -5.222
C 2.809 -3.346 -5.835
H -4.736 -13.024 -1.996
C 4.239 -5.030 -6.633
H -4.103 -12.729 0.416
C 4.188 -3.539 -6.498
C -5.497 10.315 6.317
H -4.765 -9.775 3.900
S -5.740 9.157 7.667
C 6.338 -0.677 -2.859
H 2.181 4.673 0.842
H -5.519 -10.145 5.466
H 5.353 -0.550 -2.410
O -2.162 -5.576 -1.450
S -2.872 -4.393 -0.887
H -0.810 9.306 5.320
C 7.582 -5.640 -10.392
H -4.840 -5.717 -0.628
H 2.986 -3.432 -4.770
C 0.980 6.746 -0.597
O -3.121 -7.576 2.339
C -3.801 -3.665 -2.239
H -6.098 -13.171 5.016
H -0.804 -8.733 -0.110
C 3.548 7.846 5.728
H 3.859 8.848 5.427
H -6.053 7.610 5.874
H 4.762 1.469 -3.709
H 0.049 3.351 -4.166
H 6.465 2.047 -3.695
O 0.754 7.544 7.028
*
```



(2)
Molecular formula: C35H95N5O10
Method: DFT, the ωB97M-V functional and the def2-TZVPD basis

```
! wB97M-V def2-TZVPD RIJCOSX def2/J DEFGRID3
* xyz 0 1
H 2.327 3.428 -3.169
H 1.917 0.994 6.169
C 1.558 2.199 -4.761
H -3.224 3.355 2.502
H 2.586 -0.244 0.572
H 6.215 -1.933 0.278
H -0.492 2.539 -2.547
H 0.807 -3.705 -2.269
H 1.008 -3.549 -5.516
H -6.140 -0.064 5.366
H 1.101 -0.502 -2.158
N 0.028 -3.622 -5.733
H -3.886 -2.849 3.556
H -0.240 -0.969 -4.656
C 5.512 -0.012 1.870
H -1.561 -3.973 3.697
H -0.132 -1.409 -0.143
H 7.251 0.415 3.481
H -1.741 3.640 -4.470
H 8.390 -0.663 3.171
H -2.046 2.253 1.933
H -3.207 -2.279 2.027
H 7.675 -2.521 1.129
H -1.454 1.523 -4.913
H 7.512 -0.026 1.047
H 1.962 -6.023 -0.714
H 1.534 -2.159 -7.585
C -1.080 -3.042 3.355
H -0.485 1.888 6.183
O -2.835 2.152 -3.501
H 0.904 2.959 -5.141
H 1.996 -4.087 0.688
N -0.486 4.723 -2.636
H 1.842 1.629 -5.663
C 0.029 -1.159 -5.697
H -2.700 -3.153 -6.064
H -0.072 -2.995 3.747
H 0.188 4.750 -3.387
H 4.961 -0.692 2.530
H -4.853 2.443 4.096
H -2.993 -2.381 -1.288
H -0.441 -0.300 -6.192
H 1.210 1.090 -1.379
H -0.559 1.592 4.473
C -4.238 0.895 5.456
C 0.537 -0.517 -0.089
H -5.805 -1.324 -0.892
C 6.712 -2.017 1.254
H 1.027 1.440 -4.187
H -5.039 0.857 3.421
H 6.799 2.213 1.132
N 0.600 -0.582 5.770
H 5.080 2.428 0.784
H -2.283 -1.062 -2.290
C 2.694 2.833 -4.010
H 2.560 -3.782 -1.836
H -0.542 -4.361 -5.353
O -3.100 1.508 3.486
H -3.132 1.626 -5.457
H -1.050 3.273 -0.259
C -2.491 1.358 -4.620
C 1.845 -1.221 -7.140
H -4.724 -1.944 0.403
H -4.015 2.612 6.579
H -2.324 2.321 -1.023
H 5.744 3.256 2.110
H 2.935 -1.229 -7.165
C -2.076 -2.316 -5.735
C -3.066 2.299 2.321
O -1.355 -0.679 3.099
C 1.012 -4.479 0.387
H 2.332 1.603 3.812
H -0.604 0.079 1.492
C -0.631 -2.398 -6.213
H -3.873 -1.740 -2.616
O -4.445 0.673 -1.597
H 1.423 -0.355 -7.654
H -3.754 1.900 1.569
H -2.021 -1.786 4.741
C -3.187 -1.447 -1.822
C 1.656 -4.366 -2.048
C 6.886 -0.584 1.746
H 4.957 -0.014 0.931
C 3.701 1.813 -3.458
C 0.144 1.790 5.292
O -0.157 0.492 0.740
C 0.609 0.172 -1.466
C 1.887 -1.057 0.321
H 4.522 2.348 -2.981
C -1.795 3.274 -1.053
C -4.391 1.454 4.075
H -2.610 2.107 5.902
O 0.032 -5.847 -1.481
O 3.360 3.770 -4.899
H -2.437 -1.383 -6.159
O 5.481 1.246 2.458
H -0.981 -3.170 2.275
H -0.656 -2.346 -7.318
O 0.757 3.078 4.994
H 1.906 -4.960 -2.939
N -3.431 1.791 6.403
C -3.348 -2.027 3.081
H 0.188 -0.602 6.700
H -0.149 -0.885 5.137
H 1.071 0.316 3.352
C -5.532 0.532 6.061
H -2.491 4.089 -0.839
C 1.174 0.726 5.405
H -5.513 -0.412 0.529
O 1.429 -1.102 -5.774
C 5.811 2.301 1.583
H 6.081 -2.496 2.012
H -0.973 3.461 4.071
H -2.135 -2.190 -4.647
H -1.985 0.023 3.291
H 0.002 4.983 -1.786
H 3.499 3.298 -5.735
H -3.074 -0.055 -0.200
H 0.592 -5.089 1.206
C -1.159 3.413 -2.409
H 0.057 4.908 4.541
H -3.837 1.156 -2.161
H 2.711 0.006 4.002
H -3.992 -1.168 3.275
H 2.220 -1.636 -0.550
N 7.379 -0.533 3.121
H -5.408 0.033 7.011
H 3.227 1.097 -2.786
C -5.005 -1.067 -0.186
H -2.858 4.239 -3.363
C 1.181 -5.268 -0.895
H 1.952 -1.580 1.273
H 4.104 1.135 -4.208
C 1.839 0.664 4.048
C -2.202 3.379 -3.505
H -3.724 -0.050 5.278
H -0.364 -6.527 -0.925
C -1.961 -1.907 3.657
H -0.375 0.361 -1.891
C -0.305 3.915 4.815
H -0.858 4.132 5.732
H -6.079 1.462 6.170
H 0.276 -3.679 0.280
H -2.516 0.293 -4.346
C -3.828 -0.449 -0.901
*
```

Summary:
- structure (SMILES) = COC[C@H](C)N.COC[C@H](C)N.COC[C@H](C)N.COC[C@H](C)N.COC[C@H](C)N.CC(C)O.CC(C)O.CC(C)O.CC(C)O.CC(C)O
- energy above the lowest of the compared OMol25 structures with the same formula, charge and spin (kJ/mol) = 0.0



(3)
Molecular formula: C36H100N8O10
Method: DFT, the ωB97M-V functional and the def2-TZVPD basis

```
! wB97M-V def2-TZVPD RIJCOSX def2/J DEFGRID3
* xyz 0 1
C -1.424 -7.901 -1.230
H -0.949 1.618 11.007
H -1.613 -13.063 -0.467
H -2.601 3.494 12.883
H -4.221 6.959 -0.754
C 9.728 1.422 4.201
H -6.882 -2.412 -2.659
H 8.939 3.378 3.323
H -7.123 7.025 -2.670
H 4.987 -1.430 -6.976
H 6.214 5.557 -10.680
C -1.424 2.449 16.016
C 6.011 5.696 -8.633
H -11.200 3.625 5.850
H -5.983 6.393 -2.113
H 3.889 5.563 -11.211
H -4.383 -0.385 -3.007
H 0.339 1.145 3.709
H 6.994 -8.333 4.812
H -3.532 1.839 -4.477
H 1.175 1.916 1.402
H 2.423 -3.994 -10.839
H 5.400 -8.944 5.167
H -5.595 -0.673 -4.251
N -6.464 -1.848 -1.933
H 9.126 1.444 5.109
H -2.077 5.240 14.212
H 4.929 4.901 -6.122
H -1.661 1.789 1.759
C 0.891 0.882 1.597
H 1.855 0.386 1.711
C 4.866 -6.552 4.684
C -1.436 3.325 14.720
N -6.533 7.204 -1.870
H 6.985 6.141 -8.432
H 0.263 -9.059 -1.605
H -5.210 8.548 -2.768
O -0.939 -11.687 -1.978
C 5.109 7.266 -10.371
C 5.171 -2.317 -7.582
H -0.690 2.823 16.730
H 5.096 -6.277 5.714
H -2.687 4.717 15.669
H -6.597 1.432 -1.280
H -3.252 2.467 14.118
H -10.743 3.218 4.366
H 0.048 -12.526 -0.294
H -1.432 -10.452 -0.245
H -0.050 -1.226 3.528
H 6.554 -11.442 3.008
H -5.200 0.395 -0.971
H 1.750 -1.367 -9.277
C -6.443 -0.486 -2.424
H 3.991 -0.843 -9.304
H 6.127 -2.290 -8.106
H -6.801 0.076 -0.224
N -1.890 4.708 15.050
H -0.429 3.495 14.338
H 5.350 -3.096 -6.840
C 9.107 2.341 3.033
C -6.280 0.401 -1.125
H 4.731 -5.651 4.086
H -1.110 1.422 15.832
H 5.859 7.982 -10.034
H -11.691 4.692 4.499
C -0.801 -9.210 -1.786
C -5.359 -0.069 -3.375
H 1.204 -1.532 -11.439
H -1.006 -7.009 -1.697
C -5.662 8.390 -1.789
H 4.534 -2.218 -10.292
H -2.106 0.363 11.634
H 4.077 -9.074 2.678
H -5.811 10.368 -1.067
C -2.111 8.375 -0.383
H -2.376 7.804 0.507
C -1.473 -10.495 -1.333
C 1.861 -3.505 -10.044
C 0.773 -0.342 -0.487
C -4.511 8.010 -0.752
H -4.952 2.871 -4.837
H -4.999 8.084 0.220
C 4.478 5.521 -6.897
H -7.406 -0.188 -2.838
H -1.297 9.089 -0.258
C -1.753 1.392 11.708
H 1.446 -1.137 -0.166
C -0.124 0.896 2.754
H -1.049 -0.980 2.148
O -10.038 5.735 6.259
H -1.862 1.637 3.318
O 5.205 6.473 -7.684
H -1.414 -7.798 -0.145
H 3.649 5.446 -9.641
H -0.273 -8.434 -3.761
H 4.228 -10.715 3.303
O 5.653 -7.286 3.837
O 4.049 -2.703 -8.364
H -0.455 -13.703 -1.504
H -2.400 2.519 16.498
H -9.339 5.582 4.307
O 9.978 2.220 1.991
H -8.820 4.405 5.569
O -5.411 1.319 -3.660
N 6.800 -10.750 3.702
C -4.605 1.852 -4.666
H -10.223 5.075 6.932
N 2.183 -1.493 -11.194
H 10.607 2.942 2.059
H 2.059 -3.984 -9.086
H 2.487 -0.536 -11.087
H 0.812 -3.554 -10.335
C -0.726 -12.762 -1.025
H -7.050 -1.811 -1.111
H -0.495 -9.818 -3.431
H -2.456 -7.774 -1.558
C -9.654 4.971 5.153
C 5.423 5.798 -9.970
C -6.402 9.636 -1.617
N -0.918 -8.939 -3.171
H 6.123 4.645 -8.367
C 3.840 -1.902 -9.514
H 6.657 -9.152 2.403
H -6.460 10.170 -2.565
H -1.531 -0.434 3.785
C -2.317 2.776 13.652
H 3.798 5.038 -7.599
H -4.808 1.442 -5.656
H 10.771 1.578 4.477
N -1.169 1.904 2.634
C 2.297 -2.081 -9.893
H 3.846 -6.936 4.666
H 5.041 7.368 -11.455
H 4.167 7.577 -9.920
H 8.118 1.991 2.738
H 3.814 6.156 -6.309
H -2.543 -10.385 -1.509
C 6.134 -9.536 3.280
C -0.715 -0.496 3.066
C 4.739 -9.938 2.734
H -2.635 1.837 11.248
H 4.812 -10.140 1.666
H 7.802 -10.638 3.649
N 4.253 5.117 -10.381
H 0.163 -0.790 -1.272
O -3.385 9.035 -0.674
H 9.723 0.375 3.898
O -1.584 1.691 13.101
H 1.456 0.408 -0.886
H -1.868 7.683 -1.190
C 6.017 -8.527 4.370
O 0.153 0.399 0.503
H -7.376 9.555 -1.135
C -10.868 4.133 4.945
*
```

Summary:
- structure (SMILES) = COC[C@H](C)N.COC[C@H](C)N.COC[C@H](C)N.COC[C@H](C)N.COC[C@H](C)N.COC[C@H](C)N.COC[C@H](C)N.COC[C@H](C)N.CCO.CCO
- energy above the lowest of the compared OMol25 structures with the same formula, charge and spin (kJ/mol) = 928.0



Q: Which DFT total energy values were calculated for the entries above? A: -7823.93438, -2416.55295, -2621.56589, in Eh.
Q: Which max |F| values were calculated for the entries above? A: 2.38, 2.22, 5.47, in eV Å⁻¹.
Q: Which molecular weight values were calculated for the entries above? A: 1200.991, 746.170, 805.242, in g mol⁻¹.